Record 1
This record from the OMol25 dataset describes a structure of composition C46H56N5O3P4V at a distorted geometry. The level of theory is wB97M-V/def2-TZVPD.

Atoms and positions in Å:
V -0.01419 0.00050 -0.05080
C 5.24601 0.16140 2.09670
N 4.20251 0.60900 1.19580
C 4.55241 1.79310 0.43420
P 2.95181 -0.35600 0.70620
O 2.00781 0.41410 -0.12720
O 2.28431 -0.86250 2.10230
P 1.02621 -0.15350 2.84970
O 0.09781 0.53600 1.92540
N 1.80301 0.94350 3.82550
C 1.06141 2.09260 4.32070
C 2.81791 0.47560 4.75670
N 0.29711 -1.49210 3.51090
C 0.96401 -2.39670 4.43180
C -1.15419 -1.56640 3.57280
N 3.28311 -1.83420 0.00660
C 3.41081 -1.85450 -1.44450
C 4.16121 -2.78010 0.67810
H 6.16741 -0.08940 1.56400
H 4.91351 -0.70940 2.65420
H 5.47161 0.96340 2.80210
H 5.50941 1.66680 -0.07700
H 4.62401 2.64880 1.10710
H 3.77721 1.98410 -0.30130
H 0.30271 2.38230 3.59550
H 1.76011 2.91990 4.45560
H 0.57881 1.88840 5.28140
H 3.29101 -0.42000 4.36100
H 2.39741 0.25520 5.74250
H 3.57701 1.25200 4.87430
H 2.04241 -2.32110 4.31500
H 0.65461 -3.41790 4.19500
H 0.69621 -2.18640 5.47210
H -1.59389 -0.85190 2.87280
H -1.51169 -1.35550 4.58410
H -1.47279 -2.57400 3.29250
H 2.70451 -1.14490 -1.87790
H 3.17111 -2.85570 -1.80590
H 4.41911 -1.59810 -1.78360
H 4.01971 -2.70190 1.75450
H 5.21691 -2.61050 0.44190
H 3.88791 -3.79130 0.36660
N -2.04969 2.27110 -0.29680
P -2.36739 0.57730 -0.56540
C -4.14829 0.59840 -0.14830
C -4.74799 -0.45880 0.52900
C -6.09589 -0.40160 0.84050
C -6.84929 0.70600 0.48710
C -6.25059 1.77090 -0.16970
C -4.90289 1.72670 -0.47970
C -2.23749 0.62160 -2.39730
C -3.30699 0.88420 -3.24470
C -3.10529 0.93410 -4.61510
C -1.84619 0.71280 -5.14640
C -0.77529 0.43750 -4.31040
C -0.97559 0.38780 -2.94450
P -0.34859 2.36220 -0.48190
C -0.20429 3.12850 -2.12800
C 0.92941 2.90800 -2.90430
C 1.06761 3.55570 -4.11920
C 0.07711 4.41730 -4.56410
C -1.05749 4.62700 -3.79640
C -1.19799 3.99180 -2.57580
C 0.17801 3.75320 0.56740
C -0.64359 4.42080 1.47060
C -0.16209 5.53760 2.13660
C 1.13191 5.98380 1.91740
C 1.96081 5.29950 1.03990
C 1.48581 4.19250 0.36460
H -2.37149 2.54710 0.63190
H -4.16019 -1.32110 0.81730
H -6.55769 -1.22150 1.36590
H -7.89819 0.74510 0.73720
H -6.83309 2.64030 -0.43670
H -4.43339 2.56390 -0.97840
H -4.29699 1.02580 -2.83610
H -3.93919 1.13770 -5.26830
H -1.68969 0.74410 -6.21160
H 0.20071 0.25120 -4.73190
H -0.13449 0.14120 -2.27590
H 1.69861 2.22440 -2.55890
H 1.94941 3.39990 -4.72190
H 0.19441 4.93030 -5.50670
H -1.82529 5.30110 -4.14420
H -2.07039 4.16770 -1.96410
H -1.66049 4.09710 1.65550
H -0.81059 6.06900 2.81770
H 1.49301 6.86670 2.42270
H 2.96871 5.64360 0.86740
H 2.11371 3.66530 -0.34260
C 0.48941 -6.76350 0.59700
C 1.31121 -5.89620 1.30080
C 1.08711 -4.53540 1.24400
C 0.05921 -4.01260 0.45330
C -0.79959 -4.89720 -0.20200
C -0.58289 -6.26060 -0.12370
C -0.06969 -2.56160 0.37410
C -0.61849 -1.81760 -0.59280
C -1.26699 -2.35360 -1.78270
C -0.50859 -2.91470 -2.81600
C -1.13279 -3.49080 -3.90820
C -2.51689 -3.50790 -3.99250
C -3.27879 -2.95500 -2.97560
C -2.66039 -2.37480 -1.88530
H 0.66341 -7.82710 0.63870
H 2.12121 -6.28420 1.89920
H 1.71661 -3.85760 1.80350
H -1.64639 -4.51980 -0.75250
H -1.25749 -6.93580 -0.62700
H 0.37641 -2.05150 1.22720
H 0.57181 -2.92660 -2.73680
H -0.54289 -3.94880 -4.69010
H -3.00339 -3.96760 -4.83660
H -4.35549 -2.99730 -3.02060
H -3.25479 -1.96970 -1.07620

Computed properties:
HOMO energy (alpha / beta) ... -12.54 / -12.74 eV
Multiplicity ... 3
Expectation value of S² ... 2.064
Total charge ... +2

Record 2
This record from the OMol25 dataset describes a structure of composition C46H56N6NiO2Se at a distorted geometry. The level of theory is wB97M-V/def2-TZVPD.

Atoms and positions in Å:
Ni -0.13677 1.00090 0.68107
C 2.25960 -0.66928 0.60072
N 1.85636 0.75997 0.61711
C 2.51140 1.50437 -0.47106
C 2.13322 1.31338 1.96232
C 3.15907 2.17462 2.27803
C 3.33223 2.58684 3.59859
C 2.46572 2.11293 4.56085
C 1.40531 1.26350 4.21751
C 1.22310 0.88363 2.90004
N 0.12687 0.19293 2.33581
C -0.92593 -0.37458 3.05229
C -0.79665 -1.18808 4.17650
C -1.93469 -1.68130 4.81552
C -3.20514 -1.37320 4.34457
C -3.33415 -0.58634 3.20361
C -2.19404 -0.11788 2.56860
N -2.19437 0.61178 1.32388
C -1.95568 -0.33170 0.19296
C -3.31203 1.53627 1.07731
H 3.33102 -0.73429 0.79554
H 2.03691 -1.09641 -0.37560
H 1.71001 -1.22044 1.34599
H 3.59595 1.45419 -0.37212
H 2.17843 2.53916 -0.46280
H 2.22558 1.05684 -1.42117
H 3.83217 2.54180 1.51058
H 4.13025 3.27300 3.85555
H 2.58697 2.42621 5.59270
H 0.69037 0.93868 4.96259
H 0.19464 -1.42952 4.54182
H -1.82396 -2.31817 5.68958
H -4.08805 -1.75304 4.84941
H -4.32287 -0.34680 2.81082
H -2.85501 -0.52468 -0.40412
H -1.58326 -1.27937 0.57680
H -1.21708 0.08382 -0.48990
H -4.17096 1.01724 0.63870
H -2.99920 2.32838 0.39976
H -3.60988 1.99510 2.01504
C 3.93468 6.82024 -3.08306
C 3.20954 5.48938 -3.17901
C 3.89344 4.30874 -2.89429
C 3.24207 3.08315 -2.96280
C 1.91053 3.02042 -3.34899
C 1.22609 4.19247 -3.66337
N -0.09091 4.13808 -4.18715
C -1.07890 3.17020 -3.90117
C -1.83456 2.66363 -4.96644
C -2.88586 1.78163 -4.75848
C -3.20803 1.37778 -3.46856
C -2.44828 1.86109 -2.41689
C -1.38442 2.74104 -2.59788
C -0.72181 3.30077 -1.36161
O -0.67453 4.50519 -1.22189
O -0.24864 2.44425 -0.48088
C 1.85808 5.43658 -3.54780
C 1.05856 6.69232 -3.79666
H 5.01080 6.66458 -2.97815
H 3.59523 7.40030 -2.21497
H 3.76674 7.43842 -3.97128
H 4.94340 4.35289 -2.61434
H 3.78965 2.16825 -2.74945
H 1.39448 2.06506 -3.43067
H -0.26520 4.71127 -4.98773
H -1.57909 2.98151 -5.97382
H -3.44894 1.40562 -5.60620
H -4.04389 0.71099 -3.28366
H -2.72857 1.60013 -1.40194
H 0.03022 6.54668 -3.45642
H 1.03102 6.96862 -4.86025
H 1.47489 7.54224 -3.25402
C -2.49006 -6.17218 1.84023
C -2.99134 -6.22496 0.39012
C -4.02852 -5.14382 0.05713
C -3.46615 -3.72039 -0.00701
N -2.70730 -3.47486 -1.24462
C -1.34266 -3.34060 -1.36545
Se -0.09468 -3.54459 -0.02906
N -1.12956 -3.02070 -2.68498
C 0.16160 -2.71565 -3.32682
C 0.62134 -3.82714 -4.27391
C 1.02346 -5.12680 -3.57394
C 2.37300 -5.03095 -2.86207
C -2.34616 -2.95492 -3.38356
C -2.62858 -2.67356 -4.70866
C -3.96520 -2.68572 -5.09205
C -4.98013 -2.96061 -4.17046
C -4.68243 -3.23698 -2.83730
C -3.34259 -3.23015 -2.47403
H -1.94934 -7.09122 2.10691
H -3.33177 -6.06374 2.54172
H -1.80248 -5.33346 1.99634
H -3.44650 -7.20156 0.20537
H -2.14143 -6.13482 -0.29608
H -4.81018 -5.15546 0.82451
H -4.51289 -5.36656 -0.89937
H -2.80661 -3.51509 0.83026
H -4.27872 -2.99297 0.01492
H 0.88058 -2.54652 -2.53079
H 0.03054 -1.78172 -3.87595
H 1.47554 -3.44591 -4.84622
H -0.18203 -4.02526 -4.99089
H 1.06640 -5.92275 -4.32111
H 0.24663 -5.41303 -2.85561
H 3.15852 -4.71116 -3.56007
H 2.66730 -6.00006 -2.44629
H 2.33566 -4.32035 -2.02845
H -1.84170 -2.44138 -5.42224
H -4.22572 -2.46924 -6.12386
H -6.01396 -2.96822 -4.49986
H -5.46650 -3.45170 -2.11484

Computed properties:
HOMO energy (alpha / beta) ... -7.07 / -7.07 eV
Total charge ... 0

Record 3
This record from the OMol25 dataset describes a structure of composition C46H57CdN6O4P3Se2Si2 at a distorted geometry. The level of theory is wB97M-V/def2-TZVPD.

Atoms and positions in Å:
Cd -0.08610 1.99606 0.45500
C -3.10642 -0.82364 -1.86201
C -3.18036 0.68496 -1.62734
C -4.03019 1.37757 -2.68313
O -1.87357 1.25221 -1.62923
C -3.81334 0.85276 -0.23161
O -5.00784 0.72759 -0.08412
O -2.93591 1.06334 0.72139
H -2.58540 -1.02334 -2.80303
H -4.10924 -1.24513 -1.92202
H -2.57053 -1.32265 -1.05126
H -3.65178 1.12464 -3.67612
H -3.97390 2.45903 -2.55345
H -5.06893 1.06237 -2.59728
H -1.27786 0.68370 -2.13175
C -2.87344 4.27182 -0.10752
Si -1.74071 3.71877 1.31655
C -0.84188 5.32431 1.81803
C -3.00143 3.41292 2.73524
C -3.42978 4.55483 3.42398
C -4.33597 4.49218 4.47317
C -4.82391 3.25812 4.87470
C -4.41059 2.11505 4.20568
C -3.52029 2.15919 3.12665
Si -2.90975 0.49901 2.37792
C -4.20759 -0.81995 2.62250
C -1.48927 0.34332 3.63586
H -3.47537 5.12817 0.21304
H -3.56009 3.47248 -0.38978
H -2.30868 4.56001 -0.99607
H -1.47201 6.20748 1.67287
H 0.06196 5.45735 1.21778
H -0.53425 5.29118 2.86663
H -3.04604 5.52791 3.13646
H -4.65037 5.39912 4.97812
H -5.52089 3.18574 5.70277
H -4.79895 1.15764 4.53711
H -4.64937 -0.76266 3.61971
H -3.76072 -1.80886 2.50338
H -5.00825 -0.69998 1.89296
H -1.81257 0.75605 4.59450
H -0.61174 0.91239 3.31453
H -1.18460 -0.69776 3.76773
Se -1.74705 -5.27913 -0.60596
P -0.26637 -4.34244 0.57609
C 1.36416 -5.01369 0.14472
C 2.21243 -4.40633 -0.76564
C 3.38128 -5.04195 -1.16580
C 3.70368 -6.28723 -0.65555
C 2.85589 -6.90185 0.26130
C 1.68991 -6.27189 0.65689
C -0.38567 -4.73486 2.35254
C 0.61319 -4.26623 3.20195
C 0.55700 -4.55213 4.55600
C -0.49572 -5.30537 5.06445
C -1.49083 -5.76788 4.21641
C -1.43598 -5.48319 2.85680
C -0.36477 -2.53584 0.59124
C 0.27386 -1.32719 0.24882
N -0.54068 -0.36664 0.72409
N -1.57868 -0.93153 1.31573
N -1.50404 -2.22458 1.26188
P 1.76802 -0.57520 -0.55162
Se 4.17523 1.55549 -1.10101
C 1.64335 -1.31405 -2.23242
C 0.44097 -1.83768 -2.71660
C 0.33035 -2.28162 -4.02756
C 1.42266 -2.20969 -4.88144
C 2.61675 -1.67457 -4.41647
C 2.72899 -1.21813 -3.10897
C 3.02383 -1.50849 0.41457
C 2.86953 -1.49268 1.80038
C 3.80823 -2.09412 2.62917
C 4.90897 -2.73544 2.07965
C 5.07370 -2.74380 0.70093
C 4.15006 -2.11900 -0.12244
H 1.96949 -3.43706 -1.17045
H 4.03892 -4.54782 -1.86992
H 4.61530 -6.78266 -0.96744
H 3.10663 -7.87453 0.66681
H 1.02410 -6.75505 1.36148
H 1.43054 -3.67499 2.80524
H 1.33304 -4.18257 5.21507
H -0.53930 -5.52868 6.12372
H -2.31570 -6.34789 4.61205
H -2.20767 -5.82482 2.17690
H -0.41720 -1.92955 -2.06111
H -0.60856 -2.69895 -4.37208
H 1.33979 -2.56357 -5.90262
H 3.47041 -1.59383 -5.07953
H 3.64108 -0.73350 -2.76089
H 2.01924 -0.98093 2.23884
H 3.67586 -2.06047 3.70490
H 5.64332 -3.20890 2.72073
H 5.94500 -3.21321 0.25958
H 4.32601 -2.08733 -1.18943
O 2.14967 2.12755 1.14434
H 2.76904 1.90904 0.33035
H 2.77551 2.22290 1.86815
C 3.28152 4.09072 -3.59701
N 2.38586 3.15955 -4.29091
C 1.31475 3.90135 -4.92818
N 0.54536 4.76125 -4.02360
C 1.49509 5.65022 -3.34371
N 2.58006 4.97226 -2.65741
C 2.09983 4.19970 -1.50685
P 0.88295 2.88219 -1.99389
C 1.88497 2.13770 -3.36863
C -0.20765 3.95448 -3.05459
H 3.77173 4.71641 -4.34933
H 4.02706 3.51204 -3.04547
H 0.62831 3.19896 -5.40924
H 1.75305 4.54632 -5.69631
H 0.94452 6.26165 -2.62381
H 1.92681 6.30903 -4.10391
H 1.63750 4.87020 -0.77624
H 2.94314 3.67912 -1.03579
H 1.28706 1.40435 -3.91874
H 2.72797 1.62858 -2.88085
H -0.79471 4.61789 -2.41728
H -0.91403 3.31648 -3.59354

Computed properties:
HOMO energy ... -0.39 eV
Total charge ... -2

Record 4
This record from the OMol25 dataset describes a structure of composition C46H57F5O8S4 at a distorted geometry. The level of theory is wB97M-V/def2-TZVPD.

Atoms and positions in Å:
F 0.79637 -5.05266 4.01605
C 0.49090 -3.90669 4.64234
C 1.36035 -2.89989 4.96593
C 0.87796 -1.61983 5.40545
C -0.49201 -1.40370 5.60562
C -1.40063 -2.39081 5.34495
C -0.93145 -3.71247 4.85792
H 2.40803 -2.96257 4.77726
H 1.62452 -0.92381 5.78223
H -0.84575 -0.31480 6.09934
H -2.37449 -2.30715 5.66223
H -1.76495 -4.45798 4.73311
F -2.21775 3.22648 -2.69613
C -1.95004 2.46269 -3.79188
C -0.77213 2.68761 -4.52856
C -0.45058 2.01093 -5.70058
C -1.27332 0.97245 -6.04148
C -2.43719 0.56465 -5.24954
C -2.72740 1.29574 -4.15513
H -0.09803 3.59640 -4.26700
H 0.41028 2.27640 -6.29552
H -1.13850 0.56272 -6.99981
H -3.06285 0.02271 -5.74921
H -3.61324 1.02781 -3.76343
F -0.57798 3.01428 5.48900
C 0.61983 3.00525 4.85299
C 0.74051 2.16624 3.74932
C 1.92459 2.04977 2.97972
C 2.94618 2.99677 3.29812
C 2.84339 3.86946 4.31050
C 1.63719 3.92754 5.12442
H -0.13916 1.47644 3.47777
H 1.92069 1.20855 2.02459
H 3.84827 2.89416 2.57584
H 3.63997 4.51900 4.41631
H 1.43977 4.69589 5.88912
F -0.05775 -2.43498 2.16061
C -0.64211 -1.80712 1.09072
C -1.10783 -2.47300 -0.01603
C -1.70690 -1.73909 -1.05926
C -1.81975 -0.31008 -0.99634
C -1.34191 0.34922 0.08085
C -0.58341 -0.34815 1.11444
H -0.84756 -3.43538 -0.24370
H -2.11078 -2.38976 -1.88907
H -2.25339 -0.03393 -1.96298
H -1.45335 1.34905 0.09219
H -0.23642 0.18901 1.95480
F 0.84042 -6.53564 -4.21641
C -0.15048 -5.53590 -4.37757
C -1.31403 -5.93801 -5.01905
C -2.32447 -5.10210 -5.42061
C -2.26687 -3.75730 -4.93889
C -1.13577 -3.21441 -4.32804
C -0.12762 -4.19133 -4.01374
H -1.16585 -6.95443 -5.68276
H -3.08985 -5.44866 -6.20721
H -3.03200 -3.09630 -5.35200
H -1.04394 -2.07754 -4.10553
H 0.67762 -3.77027 -3.45972
C 1.88068 -5.38927 -0.78311
C 1.38816 -5.37044 0.65667
C 1.84684 -6.52050 1.28429
S 3.55452 -6.67531 0.72690
O 3.88267 -7.98871 0.27455
O 4.52880 -5.99307 1.58060
C 3.32635 -5.65429 -0.74464
H 1.90872 -4.56849 -1.47070
H 1.18624 -6.10040 -1.21973
H 0.23123 -5.13661 0.67730
H 1.69169 -4.51427 1.12210
H 1.48180 -7.41807 0.98775
H 1.73063 -6.61628 2.24119
H 3.81597 -6.18923 -1.62496
H 3.86009 -4.68222 -0.35950
C 0.29215 6.42908 -0.42336
C -0.19971 5.14800 -0.16178
C 0.76780 4.29511 0.49584
S 2.17713 4.71226 -0.44595
O 2.39341 3.76364 -1.52103
O 3.22635 5.24265 0.38641
C 1.66869 6.17430 -1.18654
H 0.56739 7.00907 0.58122
H -0.35552 7.15545 -0.83475
H -0.59180 4.76361 -1.19548
H -1.15801 5.19797 0.54242
H 0.53868 3.25473 0.25181
H 1.13807 4.50535 1.33366
H 1.40026 5.95598 -2.25639
H 2.30852 7.06987 -1.04987
C 2.13535 -0.69586 -1.54838
C 1.39667 0.00256 -2.67232
C 2.29027 0.72814 -3.45063
S 3.62195 -0.38795 -3.67888
O 4.96249 0.22602 -3.56800
O 3.32857 -1.17207 -4.81804
C 3.36806 -1.34718 -2.27731
H 1.55667 -1.35644 -0.93124
H 2.35334 0.05561 -0.91142
H 0.47784 0.51614 -2.39827
H 0.95130 -0.79977 -3.22308
H 2.74951 1.66862 -3.11267
H 1.84777 0.91013 -4.42538
H 4.19021 -1.22954 -1.47123
H 3.26495 -2.40234 -2.42892
C -5.30443 4.07770 3.48411
C -4.22620 4.51791 4.32469
C -3.07202 4.69844 3.55128
S -3.12200 3.17595 2.58718
O -2.46129 2.12552 3.28137
O -2.74035 3.41930 1.30746
C -4.84439 2.92833 2.70678
H -5.76152 4.71264 2.69861
H -6.31572 3.70429 3.93684
H -4.02216 3.77712 4.94304
H -4.53757 5.49601 4.72323
H -2.15712 4.76822 3.74519
H -3.02704 5.36589 2.61602
H -5.11567 2.08932 3.41687
H -5.24261 2.69586 1.68161

Computed properties:
HOMO energy ... -9.06 eV
Total charge ... 0

Asked for relative energy (zero: lowest compared OMol25 entry of this formula, charge and spin) across the records above, the calculation gives 30.8 27.9 52.2 2.6 kcal/mol in order.